# 1
{"formula": "C4H16O4", "method": "wB97M-V/def2-TZVPD", "species": ["C", "C", "C", "C", "H", "H", "H", "H", "H", "H", "H", "H", "O", "H", "H", "O", "H", "H", "O", "H", "H", "O", "H", "H"], "coordinates": [[1.36, -1.19, -2.15], [-0.01, -1.63, -1.73], [-0.24, -2.12, -0.52], [-1.57, -2.65, -0.06], [2.12, -1.52, -1.45], [1.61, -1.49, -3.16], [1.48, -0.11, -2.11], [-0.82, -1.58, -2.45], [0.62, -2.18, 0.14], [-2.41, -2.02, -0.37], [-1.78, -3.62, -0.50], [-1.56, -2.73, 1.02], [-0.30, 2.08, -2.57], [0.24, 1.36, -2.91], [-0.57, 1.95, -1.66], [2.34, 1.49, 2.15], [3.02, 0.86, 1.90], [1.87, 1.02, 2.86], [-0.40, 0.11, 2.73], [-0.28, 0.86, 2.13], [-1.28, -0.20, 2.51], [-1.12, 2.48, 1.24], [-1.47, 2.78, 2.09], [-1.60, 2.98, 0.56]], "de_lowest_kcal_mol": 24.3, "multiplicity": 1, "smiles": "C/C=C/C.O.O.O.O", "homo_ev": -9.24, "fmax_ha_per_bohr": 0.0228}



# 2
{"formula": "C4H6F2", "method": "wB97M-V/def2-TZVPD", "species": ["F", "C", "C", "C", "C", "F", "H", "H", "H", "H", "H", "H"], "coordinates": [[-1.48, 0.57, 1.84], [-0.25, 0.94, 1.22], [0.14, -0.23, 0.32], [0.82, -0.16, -0.95], [-0.43, -0.69, -1.02], [-1.60, -0.12, -1.60], [-0.33, 1.82, 0.68], [0.43, 0.98, 2.13], [0.47, -1.16, 0.86], [1.69, -0.89, -1.04], [1.10, 0.72, -1.38], [-0.55, -1.77, -1.06]], "de_lowest_kcal_mol": 40.7, "multiplicity": 1, "smiles": "FC[C@@H]1C[C@@H]1F", "homo_ev": -10.41, "fmax_ha_per_bohr": 0.1206}



# 3
{"formula": "C14H26BF2N2O6P2V", "method": "wB97M-V/def2-TZVPD", "species": ["V", "N", "C", "C", "P", "O", "O", "O", "P", "O", "O", "O", "H", "H", "H", "H", "H", "H", "H", "H", "C", "C", "C", "C", "C", "C", "C", "C", "N", "C", "C", "C", "C", "H", "H", "H", "H", "H", "H", "H", "H", "H", "H", "H", "H", "H", "H", "H", "H", "H", "H", "F", "B", "F"], "coordinates": [[-0.39, -0.45, 0.58], [0.61, -4.15, 2.57], [1.35, -2.91, 2.14], [2.78, -2.93, 2.64], [1.15, -2.66, 0.34], [2.20, -3.69, -0.25], [-0.26, -3.20, 0.06], [1.37, -1.24, -0.06], [0.33, -1.57, 3.01], [1.20, -0.25, 2.95], [0.10, -2.14, 4.35], [-0.86, -1.35, 2.08], [1.18, -5.00, 2.54], [-0.22, -4.28, 1.98], [0.28, -3.95, 3.54], [3.35, -3.74, 2.19], [2.81, -3.01, 3.73], [3.28, -2.00, 2.36], [2.21, -3.79, -1.21], [1.67, -0.06, 3.79], [2.32, 4.20, -0.53], [1.55, 3.03, -1.06], [1.84, 2.52, -2.33], [1.14, 1.45, -2.87], [1.48, 0.89, -4.23], [0.11, 0.88, -2.14], [-0.20, 1.37, -0.86], [0.53, 2.44, -0.33], [-1.28, 0.81, -0.12], [-2.66, 1.34, -0.21], [-3.44, 0.73, 0.96], [-3.27, 0.90, -1.54], [-2.68, 2.86, -0.10], [3.39, 4.04, -0.61], [2.07, 4.40, 0.52], [2.08, 5.10, -1.10], [2.64, 2.98, -2.91], [2.03, 1.61, -4.84], [0.58, 0.60, -4.76], [2.11, 0.00, -4.12], [-0.48, 0.07, -2.54], [0.28, 2.81, 0.65], [-3.49, -0.36, 0.85], [-4.46, 1.13, 0.97], [-2.96, 0.97, 1.91], [-3.18, -0.17, -1.67], [-2.78, 1.41, -2.38], [-4.33, 1.17, -1.56], [-2.31, 3.20, 0.87], [-3.71, 3.20, -0.22], [-2.08, 3.32, -0.89], [-2.52, -2.46, 0.05], [-1.27, -2.10, -0.39], [-1.19, -1.99, -1.77]], "multiplicity": 2, "total_charge": 1, "homo_ev": [-11.41, -11.15], "fmax_ha_per_bohr": 0.0508}